Entry 1:
Computed, not measured: a molecular structure, C2H9F2N3O2P2 in a non-equilibrium geometry, with the ωB97M-V functional and the def2-TZVPD basis.

Computed properties:
energy = -1278.815246 a.u.
HOMO level = -10.163 eV
frontier orbital gap = 10.4 eV
E_LUMO = 0.216 eV
2S+1 = 1
ΔE to the lowest compared entry with this formula, charge and spin = 208.3 kJ/mol

Element x y z (Å)
H  -0.4565  -0.8823  -2.2178
H  -2.6751  0.0917  1.9569
P  -0.5152  0.3241  -0.2337
O  -0.5845  0.0553  1.3033
H  -1.8379  -1.2441  -1.7010
H  1.4329  3.3862  -0.5499
N  -0.9826  -1.0019  -1.3773
H  1.7297  1.7530  0.2343
F  0.2523  -2.5401  0.7889
H  -1.1712  -0.4917  3.0736
C  1.2737  2.2661  -0.6996
H  1.8691  1.8366  -1.4798
H  -1.4925  1.4370  2.6793
O  -0.0331  1.7613  -0.7210
N  2.0356  -3.0772  -0.8503
H  2.6465  -2.6802  -1.4977
N  1.0736  -0.3632  -0.3062
P  1.1569  -1.8904  -0.4215
C  -1.5630  0.2979  2.3190
F  -2.1587  0.9618  -0.2997

Entry 2:
Computed, not measured: 2 unconnected molecules or ions with the total composition C2H9N2 in a non-equilibrium geometry, with the ωB97M-V functional and the def2-TZVPD basis.

Computed properties:
energy = -190.957569 a.u.
HOMO level (spin up / spin down) = -3.607 / -7.375 eV
frontier orbital gap (spin up / spin down) = 4.4 / 8.0 eV
E_LUMO (spin up / spin down) = 0.743 / 0.600 eV
2S+1 = 2
ΔE to the lowest compared entry with this formula, charge and spin = 200.6 kJ/mol

Element x y z (Å)
H  0.2960  -0.2707  -1.0081
H  -0.7366  0.9307  -1.6549
N  1.2479  -1.8997  -0.6001
H  0.5124  -2.4644  -1.0214
H  -1.0126  0.8128  2.4436
N  -0.1463  0.6606  -0.8878
C  -0.9770  0.5375  0.3597
H  -0.0627  2.1075  1.6398
H  2.1296  -2.2914  -0.9010
H  0.5966  1.3072  -0.6339
H  1.1170  -2.0155  0.3970
H  -1.8993  -0.0107  0.2323
C  -0.6112  1.1688  1.5475

Entry 3:
Computed, not measured: 2 unconnected molecules or ions with the total composition C2H9N2 in a non-equilibrium geometry, with the ωB97M-V functional and the def2-TZVPD basis.

Computed properties:
energy = -190.820790 a.u.
HOMO level = -13.017 eV
frontier orbital gap = 9.2 eV
E_LUMO = -3.851 eV
2S+1 = 1
ΔE to the lowest compared entry with this formula, charge and spin = 140.5 kJ/mol
net charge = +1

Element x y z (Å)
H  0.6420  -0.6383  2.4525
H  0.0929  -1.7145  -1.4459
N  -0.3986  -1.1881  -0.7390
C  0.2240  -1.3479  0.5074
H  -0.8460  0.0563  1.8293
C  0.0002  -0.5519  1.5528
H  0.4401  2.4733  -1.4803
H  0.9635  -2.1304  0.5580
H  -1.3928  -1.0884  -0.8741
N  0.1372  1.7377  -0.8389
H  -0.3083  0.7859  -0.9865
H  1.0118  1.5058  -0.3498
H  -0.5660  2.1006  -0.1855

Entry 4:
Computed, not measured: 2 unconnected molecules or ions with the total composition C2H9N2O in a non-equilibrium geometry, with the ωB97M-V functional and the def2-TZVPD basis.

Computed properties:
energy = -266.283400 a.u.
HOMO level = -2.811 eV
frontier orbital gap = 7.3 eV
E_LUMO = 4.534 eV
2S+1 = 1
ΔE to the lowest compared entry with this formula, charge and spin = 160.6 kJ/mol
net charge = -1

Element x y z (Å)
C  0.8310  -0.7027  -1.6520
H  0.5842  -0.1824  0.3658
H  -0.9324  0.2944  2.4541
H  -1.0620  -1.2606  -1.4804
O  -1.1767  0.9010  0.6932
H  1.4757  0.1498  -1.9031
H  1.0747  -1.6584  -2.1651
H  0.9905  -1.7069  0.3590
C  -0.7732  1.2915  1.9170
N  1.3122  -0.9253  -0.2071
H  0.2613  1.6088  1.9868
H  -0.7130  0.3212  -1.0098
H  -1.3271  2.2866  2.4200
N  -0.5454  -0.4170  -1.7784